This record from OMol25 describes a structure of composition C33H42NO4P2SSiTa. The level of theory is ωB97M-V/def2-TZVPD.

Cartesian coordinates (Å):
Ta: -0.35 -0.60 -0.93
N: -1.68 1.43 1.15
P: -1.62 1.72 -0.54
C: -0.85 3.31 -0.88
C: 0.07 3.42 -1.92
C: 0.64 4.66 -2.20
C: 0.30 5.76 -1.45
C: -0.62 5.65 -0.41
C: -1.20 4.43 -0.13
C: -3.30 1.83 -1.15
C: -4.41 1.83 -0.31
C: -5.68 1.99 -0.85
C: -5.84 2.13 -2.22
C: -4.74 2.13 -3.06
C: -3.47 1.98 -2.53
P: -0.61 0.15 1.55
C: -1.43 -0.92 2.72
C: -1.61 -2.28 2.45
C: -2.26 -3.08 3.38
C: -2.74 -2.52 4.55
C: -2.57 -1.17 4.82
C: -1.91 -0.36 3.91
C: 0.78 0.92 2.39
C: 1.31 2.13 1.92
C: 2.43 2.67 2.53
C: 3.01 2.02 3.62
C: 2.48 0.83 4.09
C: 1.37 0.28 3.48
H: -2.58 1.45 1.61
H: 0.32 2.57 -2.53
H: 1.35 4.75 -3.02
H: 0.74 6.73 -1.67
H: -0.89 6.52 0.17
H: -1.93 4.35 0.67
H: -4.33 1.72 0.76
H: -6.54 1.99 -0.20
H: -6.84 2.24 -2.64
H: -4.86 2.25 -4.13
H: -2.61 1.99 -3.19
H: -1.25 -2.70 1.52
H: -2.40 -4.13 3.18
H: -3.25 -3.14 5.27
H: -2.94 -0.74 5.74
H: -1.75 0.69 4.13
H: 0.85 2.66 1.10
H: 2.83 3.60 2.18
H: 3.88 2.46 4.10
H: 2.92 0.34 4.95
H: 0.95 -0.64 3.86
O: -3.42 -2.56 -2.23
S: -2.40 -1.77 -1.70
O: -1.76 -0.68 -2.55
O: -1.01 -2.46 -1.34
O: -2.54 -1.05 -0.39
C: 2.87 -1.24 0.98
Si: 2.01 -1.84 -0.59
C: 2.04 -3.74 -0.69
C: 1.20 -4.33 0.45
C: 1.59 -4.32 -2.04
C: 3.51 -4.14 -0.48
C: 2.42 -0.70 -2.10
C: 2.09 0.72 -1.63
C: 3.89 -0.75 -2.52
C: 1.54 -1.04 -3.31
H: 3.92 -1.54 0.94
H: 2.44 -1.72 1.86
H: 2.86 -0.16 1.13
H: 0.15 -4.03 0.36
H: 1.57 -4.05 1.43
H: 1.23 -5.42 0.38
H: 0.57 -4.04 -2.30
H: 1.63 -5.41 -1.98
H: 2.26 -4.02 -2.85
H: 3.92 -3.78 0.46
H: 4.15 -3.79 -1.30
H: 3.58 -5.23 -0.46
H: 2.68 1.05 -0.77
H: 1.03 0.94 -1.27
H: 2.18 1.45 -2.43
H: 4.55 -0.47 -1.70
H: 4.10 -0.06 -3.35
H: 4.16 -1.75 -2.86
H: 0.44 -0.99 -3.15
H: 1.70 -2.06 -3.67
H: 1.71 -0.34 -4.13

Output
Net charge = +2
HOMO energy = -14.09 eV
Kohn-Sham gap = 6.07 eV
LUMO energy = -0.295 hartree
Multiplicity = 1
Largest force on an atom = 1.09 eV/A
ΔE to the lowest compared entry with this formula, charge and spin = 30.4 kcal per mole

---

This record from OMol25 describes a structure of composition C15H20BrN3OYb. The level of theory is ωB97M-V/def2-TZVPD.

Cartesian coordinates (Å):
N: -3.33 -0.01 3.09
C: -2.01 -0.17 2.44
C: -1.17 -1.35 2.79
N: 0.05 -1.64 2.26
C: 0.41 -0.68 1.33
C: 1.74 -0.88 0.62
C: 2.59 -2.14 1.01
C: 3.48 -2.71 -0.17
C: 5.03 -2.73 0.20
Br: 6.02 -1.25 -0.67
C: 2.22 0.07 -0.36
C: 1.43 1.28 -0.72
C: 0.15 1.49 -0.04
C: -0.63 2.79 -0.40
C: -2.07 2.51 -0.94
C: -2.16 2.12 -2.48
C: -2.27 0.52 -2.59
O: -3.58 0.06 -2.06
C: -0.38 0.51 0.98
N: -1.63 0.79 1.55
H: -3.29 0.90 3.57
H: -3.98 0.16 2.30
H: -1.58 -2.06 3.55
H: 1.90 -2.98 1.31
H: 3.21 -1.92 1.93
H: 3.19 -3.78 -0.36
H: 3.36 -2.18 -1.15
H: 5.48 -3.68 -0.17
H: 5.15 -2.63 1.31
H: 3.20 -0.12 -0.87
H: 1.76 2.03 -1.48
H: -0.07 3.34 -1.22
H: -0.62 3.50 0.48
H: -2.65 3.49 -0.83
H: -2.64 1.74 -0.35
H: -1.34 2.53 -3.11
H: -3.16 2.50 -2.85
H: -2.26 0.19 -3.67
H: -1.43 0.05 -2.01
H: -3.54 -0.92 -2.00
Yb: -4.58 1.27 -0.19

Output
Net charge = +2
HOMO energy = -13.63 eV
Kohn-Sham gap = 4.49 eV
LUMO energy = -0.336 hartree
Multiplicity = 1
Largest force on an atom = 4.21 eV/A

---

This record from OMol25 describes a structure of composition C18H17BrN2O5RhS. The level of theory is ωB97M-V/def2-TZVPD.

Cartesian coordinates (Å):
Rh: 0.27 0.05 -0.20
Br: -1.21 -0.75 1.82
C: -1.93 -2.21 0.78
C: -3.01 -2.88 1.27
C: -3.48 -4.01 0.59
C: -2.83 -4.45 -0.53
C: -1.71 -3.77 -1.04
C: -0.98 -4.24 -2.16
C: 0.12 -3.58 -2.63
C: 0.51 -2.36 -2.05
C: -0.18 -1.85 -0.97
C: -1.26 -2.58 -0.40
H: -3.49 -2.56 2.19
H: -4.35 -4.54 0.98
H: -3.17 -5.35 -1.03
H: -1.31 -5.16 -2.64
H: 0.67 -3.97 -3.47
H: 1.34 -1.82 -2.48
C: -3.28 1.74 0.34
C: -2.00 2.48 0.15
N: -0.85 1.97 -0.26
C: 0.06 3.00 -0.31
C: -0.55 4.16 0.08
N: -1.84 3.80 0.36
C: -0.12 5.57 0.31
O: 1.13 5.85 0.07
O: -0.94 6.35 0.71
C: 1.46 2.72 -0.74
O: 2.30 3.61 -0.70
O: 1.66 1.51 -1.11
H: -3.20 0.76 -0.11
H: -4.11 2.29 -0.11
H: -3.49 1.61 1.41
H: -2.53 4.48 0.67
H: 1.65 5.06 -0.23
C: 4.19 -1.42 1.45
S: 3.37 -0.21 0.39
C: 4.37 1.21 0.83
O: 2.04 -0.02 1.12
H: 4.18 -1.05 2.47
H: 5.21 -1.55 1.08
H: 3.65 -2.36 1.38
H: 5.41 0.97 0.66
H: 4.19 1.45 1.88
H: 4.07 2.04 0.20

Output
Net charge = +1
HOMO energy (alpha / beta) = -11.79 / -11.89 eV
Kohn-Sham gap (alpha / beta) = 8.69 / 5.85 eV
LUMO energy (alpha / beta) = -0.114 / -0.222 hartree
Multiplicity = 5
Largest force on an atom = 1.18 eV/A
ΔE to the lowest compared entry with this formula, charge and spin = 2.8 kcal per mole

---

This record from OMol25 describes a structure of composition C7H10Br3P. The level of theory is ωB97M-V/def2-TZVPD.

Cartesian coordinates (Å):
C: -0.64 0.10 0.33
C: -1.04 -0.52 -0.80
C: -0.03 -1.29 -1.60
C: 0.65 0.29 1.06
C: 1.69 0.64 0.01
C: -2.47 -0.51 -1.16
C: 0.48 1.33 2.15
P: 2.09 -0.69 -1.31
Br: 1.28 2.19 -1.14
Br: 3.53 0.88 0.79
Br: 2.59 -2.33 -0.02
H: -1.46 0.27 0.99
H: 0.01 -2.28 -1.37
H: -0.18 -1.00 -2.59
H: 0.94 -0.73 1.42
H: -2.98 -0.15 -0.32
H: -3.01 -1.39 -1.46
H: -2.68 0.32 -2.00
H: -0.13 2.25 1.58
H: 1.50 1.79 2.48
H: -0.13 0.82 2.96

Output
HOMO energy (alpha / beta) = -4.47 / -8.58 eV
Kohn-Sham gap (alpha / beta) = 4.87 / 5.04 eV
LUMO energy (alpha / beta) = 0.015 / -0.130 hartree
Multiplicity = 3
Largest force on an atom = 4.93 eV/A

---

This record from OMol25 describes the molecule C3H7NO2S2. The level of theory is ωB97M-V/def2-TZVPD.

Cartesian coordinates (Å):
C: 0.71 -0.88 -0.17
C: 1.94 0.19 -0.33
C: -1.37 -0.04 0.83
N: -0.54 -0.14 -0.28
O: 1.74 1.26 0.52
O: -3.26 -0.28 -1.06
S: 0.64 2.37 0.02
S: -3.18 -0.44 0.38
H: 0.86 -1.53 -1.05
H: 0.86 -1.19 0.86
H: 2.86 -0.47 -0.17
H: 2.05 0.55 -1.31
H: -1.12 -0.54 1.70
H: -1.35 0.95 1.17
H: -0.85 0.20 -1.11

Output
HOMO energy (alpha / beta) = -8.36 / -8.25 eV
Kohn-Sham gap (alpha / beta) = 7.02 / 7.49 eV
LUMO energy (alpha / beta) = -0.050 / -0.028 hartree
Multiplicity = 1
Largest force on an atom = 4.41 eV/A
ΔE to the lowest compared entry with this formula, charge and spin = 112.4 kcal per mole

---

This record from OMol25 describes a structure of composition C50H71GdI2N2O5P3. The level of theory is ωB97M-V/def2-TZVPD.

Cartesian coordinates (Å):
Gd: 0.14 -0.38 -0.49
C: -1.29 3.45 -2.58
C: -0.33 3.90 -1.47
P: -0.20 2.89 0.09
C: 1.07 3.88 0.88
C: 2.35 3.33 1.08
C: 3.33 4.08 1.72
C: 3.04 5.39 2.19
C: 1.77 5.94 1.96
C: 0.78 5.17 1.33
C: -1.61 3.42 1.05
C: -2.69 4.14 0.52
C: -3.76 4.55 1.33
C: -3.74 4.30 2.71
C: -2.62 3.63 3.26
C: -1.55 3.25 2.46
P: -1.07 1.71 -3.19
C: -0.40 2.07 -4.82
C: -1.23 2.83 -5.68
C: -0.77 3.16 -6.96
C: 0.49 2.71 -7.40
C: 1.32 1.98 -6.52
C: 0.90 1.71 -5.22
C: -2.77 1.19 -3.55
C: -3.06 0.46 -4.71
C: -4.37 0.07 -4.98
C: -5.41 0.36 -4.07
C: -5.13 1.16 -2.94
C: -3.82 1.54 -2.66
H: -1.20 4.16 -3.41
H: -2.31 3.53 -2.19
H: -0.59 4.94 -1.21
H: 0.70 3.93 -1.86
H: 2.56 2.30 0.77
H: 4.31 3.65 1.89
H: 3.80 5.96 2.73
H: 1.53 6.95 2.32
H: -0.21 5.60 1.17
H: -2.72 4.43 -0.54
H: -4.62 5.06 0.88
H: -4.58 4.58 3.35
H: -2.54 3.45 4.35
H: -0.66 2.80 2.92
H: -2.26 3.08 -5.37
H: -1.40 3.75 -7.65
H: 0.83 2.89 -8.41
H: 2.31 1.66 -6.87
H: 1.53 1.13 -4.55
H: -2.27 0.20 -5.43
H: -4.60 -0.46 -5.92
H: -6.43 -0.04 -4.23
H: -5.93 1.47 -2.26
H: -3.58 2.04 -1.73
O: 2.60 -0.27 0.07
H: 3.06 0.34 -0.56
H: 2.95 -1.18 -0.03
O: -2.05 -0.65 -1.28
H: -2.72 -1.33 -0.94
H: -2.06 -0.71 -2.25
O: 1.88 1.21 -1.88
H: 1.39 2.03 -2.10
H: 2.13 0.81 -2.74
O: -1.74 0.59 0.98
H: -1.62 0.29 1.90
H: -2.62 0.31 0.66
O: 1.63 -2.56 -0.31
H: 1.44 -3.25 -0.98
H: 1.32 -2.91 0.55
I: -1.39 -2.53 1.23
I: -4.15 -3.00 0.21
C: 2.67 -1.27 -5.85
C: 1.31 -1.62 -6.02
C: 0.44 -1.73 -4.96
C: 0.92 -1.60 -3.63
C: 2.28 -1.26 -3.44
C: 3.14 -1.07 -4.54
N: 0.07 -1.89 -2.58
C: -0.33 -3.21 -2.52
C: 0.65 -4.27 -2.58
C: 0.29 -5.62 -2.62
C: -1.05 -6.02 -2.44
C: -2.01 -4.99 -2.34
C: -1.68 -3.63 -2.38
H: 3.32 -1.16 -6.73
H: 0.93 -1.82 -7.04
H: -0.61 -2.01 -5.11
H: 2.70 -1.26 -2.43
H: 4.20 -0.86 -4.36
H: 1.71 -4.00 -2.75
H: 1.06 -6.36 -2.80
H: -1.35 -7.08 -2.41
H: -3.07 -5.27 -2.23
H: -2.50 -2.92 -2.43
C: 2.38 -0.16 5.59
C: 2.09 -0.34 4.09
C: 3.44 -0.53 3.38
C: 1.46 0.96 3.57
P: 0.83 -1.72 3.61
N: 0.32 -1.43 2.12
C: 1.73 -3.44 3.76
C: 2.49 -3.67 5.08
C: 2.78 -3.52 2.63
C: 0.75 -4.60 3.63
C: -0.59 -1.70 4.96
C: -1.09 -0.28 5.20
C: -1.82 -2.51 4.56
C: -0.15 -2.31 6.29
H: 2.97 0.78 5.70
H: 2.98 -0.97 6.04
H: 1.47 -0.01 6.18
H: 3.97 0.41 3.49
H: 3.31 -0.70 2.30
H: 4.07 -1.32 3.82
H: 2.21 1.76 3.65
H: 0.58 1.30 4.15
H: 1.21 0.86 2.52
H: 3.28 -2.91 5.24
H: 2.99 -4.66 5.01
H: 1.82 -3.71 5.97
H: 3.81 -3.46 3.03
H: 2.66 -2.73 1.89
H: 2.69 -4.49 2.11
H: 0.07 -4.67 4.50
H: 1.34 -5.54 3.57
H: 0.13 -4.52 2.73
H: -1.35 0.21 4.25
H: -0.37 0.38 5.74
H: -2.00 -0.34 5.83
H: -2.42 -2.02 3.78
H: -2.47 -2.62 5.44
H: -1.57 -3.53 4.22
H: 0.84 -1.98 6.64
H: -0.16 -3.42 6.25
H: -0.85 -2.03 7.10

Output
Net charge = +1
HOMO energy (alpha / beta) = -9.69 / -9.37 eV
Kohn-Sham gap (alpha / beta) = 7.76 / 4.84 eV
LUMO energy (alpha / beta) = -0.071 / -0.167 hartree
Multiplicity = 8
Largest force on an atom = 2.11 eV/A

---

This record from OMol25 describes a structure of composition C25H33N5O4S. The level of theory is ωB97M-V/def2-TZVPD.

Cartesian coordinates (Å):
C: -4.36 1.75 4.36
C: -3.37 0.95 3.52
O: -2.29 1.81 3.22
C: -1.33 1.38 2.36
C: -0.42 2.34 1.91
C: 0.53 2.02 0.98
C: 0.62 0.73 0.46
C: -0.23 -0.25 0.98
C: -1.20 0.07 1.91
H: -1.86 -0.71 2.25
H: -0.19 -1.26 0.60
C: 1.61 0.43 -0.64
N: 1.11 -0.53 -1.62
C: -0.18 -0.49 -2.05
O: -0.70 -1.40 -2.69
C: -0.99 0.69 -1.69
C: -2.25 0.62 -1.10
N: -2.89 -0.50 -0.70
H: -2.66 -1.35 -1.20
H: -3.84 -0.36 -0.40
C: -2.73 1.95 -0.86
N: -1.95 2.92 -1.31
S: -0.60 2.34 -1.98
C: -3.99 2.24 -0.16
O: -4.72 1.36 0.27
N: -4.25 3.55 -0.02
H: -5.08 3.85 0.46
H: -3.59 4.22 -0.38
C: 2.04 -1.46 -2.24
H: 3.02 -1.24 -1.82
C: 1.70 -2.95 -2.00
C: 1.55 -3.57 -3.39
C: 2.44 -2.70 -4.28
H: 3.49 -2.93 -4.10
H: 2.23 -2.82 -5.34
C: 2.12 -1.29 -3.77
H: 1.15 -0.98 -4.16
H: 2.87 -0.56 -4.06
H: 0.52 -3.48 -3.72
H: 1.83 -4.62 -3.41
H: 0.78 -3.05 -1.43
H: 2.50 -3.43 -1.45
H: 1.90 1.37 -1.14
C: 2.88 -0.05 0.10
O: 3.88 0.64 0.13
N: 2.75 -1.22 0.73
H: 1.87 -1.72 0.68
C: 3.73 -1.74 1.67
H: 4.59 -1.06 1.60
C: 3.14 -1.79 3.09
C: 2.98 -3.28 3.44
H: 3.79 -3.61 4.08
C: 3.07 -4.01 2.10
H: 2.11 -3.98 1.58
H: 3.36 -5.05 2.21
C: 4.10 -3.19 1.33
H: 5.10 -3.40 1.71
H: 4.09 -3.37 0.26
H: 2.04 -3.48 3.95
H: 2.18 -1.27 3.11
H: 3.79 -1.29 3.81
H: 1.21 2.78 0.62
H: -0.51 3.34 2.29
H: -3.02 0.08 4.09
H: -3.85 0.61 2.59
H: -5.21 1.12 4.62
H: -3.89 2.11 5.26
H: -4.72 2.60 3.79

Output
HOMO energy = -8.08 eV
Kohn-Sham gap = 8.08 eV
LUMO energy = 0.000 hartree
Multiplicity = 1
Largest force on an atom = 0.95 eV/A
ΔE to the lowest compared entry with this formula, charge and spin = 4.0 kcal per mole

---

This record from OMol25 describes a structure of composition C12H38B2O6Pb. The level of theory is ωB97M-V/def2-TZVPD.

Cartesian coordinates (Å):
Pb: -1.04 0.19 -0.12
B: -2.39 3.69 1.50
H: -3.13 3.03 1.08
H: -2.18 3.42 2.52
H: -1.51 3.70 0.86
H: -2.78 4.69 1.44
B: 0.40 -3.22 -1.99
H: -0.67 -3.24 -2.15
H: 0.85 -4.10 -2.43
H: 0.75 -2.31 -2.46
H: 0.50 -3.16 -0.92
C: -3.05 -0.97 4.50
O: -3.23 -1.60 3.22
C: -4.31 -2.51 3.22
C: -4.65 -2.78 1.75
O: -4.74 -1.65 0.98
C: -5.90 -0.86 0.94
H: -2.15 -0.37 4.34
H: -2.80 -1.71 5.26
H: -3.78 -0.26 4.88
H: -5.25 -2.08 3.59
H: -4.17 -3.49 3.66
H: -5.54 -3.41 1.68
H: -3.79 -3.31 1.34
H: -6.10 -0.45 1.93
H: -6.80 -1.33 0.54
H: -5.74 0.03 0.34
C: 7.69 -0.80 0.79
O: 6.56 -0.50 1.61
C: 5.60 -1.57 1.58
C: 4.28 -1.36 2.45
O: 3.45 -0.23 2.14
C: 3.80 1.04 2.79
H: 8.11 -1.80 0.91
H: 8.54 -0.17 1.07
H: 7.39 -0.65 -0.24
H: 6.02 -2.55 1.82
H: 5.22 -1.71 0.57
H: 4.57 -1.37 3.50
H: 3.67 -2.24 2.26
H: 4.72 1.43 2.35
H: 4.02 0.78 3.83
H: 2.96 1.73 2.80
C: 1.99 2.25 -3.41
O: 0.68 2.52 -3.09
C: 0.06 3.44 -4.07
C: -0.74 2.55 -5.06
O: -1.60 1.80 -4.13
C: -2.21 0.69 -4.80
H: 1.98 1.70 -4.35
H: 2.55 1.65 -2.69
H: 2.46 3.16 -3.79
H: 0.77 4.12 -4.55
H: -0.64 4.09 -3.54
H: -0.15 1.83 -5.63
H: -1.48 3.06 -5.69
H: -2.58 0.95 -5.79
H: -3.05 0.29 -4.22
H: -1.44 -0.06 -4.98

Output
HOMO energy = -8.86 eV
Kohn-Sham gap = 4.41 eV
LUMO energy = -0.164 hartree
Multiplicity = 1
Largest force on an atom = 5.01 eV/A
ΔE to the lowest compared entry with this formula, charge and spin = 177.8 kcal per mole

---

no.,calculated total energy (Ha)
1,-3065.29902
2,-4555.09874
3,-4264.31488
4,-8335.89048
5,-1119.96118
6,-4818.55995
7,-1945.45215
8,-1173.36512